{"formula": "C5H12N2O3", "method": "ωB97M-V/def2-TZVPD", "species": ["C", "N", "C", "O", "N", "C", "C", "C", "O", "H", "H", "H", "H", "H", "H", "H", "H", "H", "H", "O", "H", "H"], "positions_angstrom": [[-4.193, -3.694, -0.968], [-3.363, -2.617, -0.468], [-2.693, -2.734, 0.758], [-2.540, -3.768, 1.396], [-2.349, -1.476, 1.156], [-2.574, -0.502, 0.104], [-3.632, -1.208, -0.766], [-5.043, -0.750, -0.411], [-5.961, -1.295, -1.334], [-3.681, -4.646, -0.790], [-5.178, -3.722, -0.479], [-4.333, -3.561, -2.047], [-1.624, -1.358, 1.850], [-1.656, -0.309, -0.471], [-2.937, 0.451, 0.509], [-3.465, -1.017, -1.836], [-5.282, -1.054, 0.624], [-5.060, 0.353, -0.453], [-6.844, -0.972, -1.132], [-0.914, -3.055, -2.065], [-1.807, -2.933, -1.664], [-0.666, -2.147, -2.272]], "smiles": "CN1C(=O)NC[C@@H]1CO.O", "e_above_lowest_kcal_mol": 15.2, "mol_weight_g_mol": 148.2, "lumo_ev": 0.56, "gap_ev": 9.964, "e_tot_ha": -532.96972}